Entry 1:
Molecular formula: C12H18F8IN2O5
Method: DFT, ωB97M-V/def2-TZVPD

Geometry (Å):
C (2.085, 3.576, 3.092)
C (1.794, 3.261, 1.510)
O (2.690, 4.091, 0.653)
C (2.029, 1.704, 1.054)
N (1.247, 0.680, 1.851)
C (-0.070, 0.312, 1.200)
C (-1.129, 1.526, 1.507)
O (-2.548, 1.139, 1.481)
C (-3.419, 2.164, 2.077)
N (-2.905, 3.583, 1.975)
I (-3.595, 1.754, 4.263)
C (-4.897, 2.149, 1.322)
O (-6.079, 2.067, 1.960)
O (-4.863, 2.250, -0.174)
H (1.351, 3.023, 3.842)
H (1.856, 4.738, 3.244)
H (3.208, 3.436, 3.423)
H (0.688, 3.633, 1.266)
H (2.312, 3.939, -0.277)
H (1.820, 1.606, -0.116)
H (3.180, 1.471, 1.204)
H (1.115, 0.970, 2.845)
H (0.007, 0.008, 0.069)
H (-0.461, -0.658, 1.772)
H (-0.976, 2.340, 0.667)
H (-0.828, 1.997, 2.559)
H (-2.608, 3.844, 1.010)
H (-2.190, 3.814, 2.699)
C (0.032, -4.791, -3.357)
C (-0.843, -4.142, -2.273)
C (-1.107, -2.650, -2.449)
F (0.019, -1.912, -2.516)
F (-1.815, -2.162, -1.394)
F (-0.305, -4.414, -1.052)
F (-2.052, -4.790, -2.290)
O (1.435, -4.892, -3.077)
C (2.187, -3.702, -3.312)
C (2.691, -3.037, -2.020)
F (1.693, -2.832, -1.128)
F (3.239, -1.820, -2.280)
F (1.455, -2.870, -4.088)
F (3.253, -4.078, -4.074)
H (-0.298, -5.836, -3.436)
H (-0.154, -4.370, -4.351)
H (-1.697, -2.461, -3.351)
H (3.450, -3.657, -1.534)

Output
Lowest unoccupied orbital energy, eV: 2.07
Max |F|, eV Å⁻¹: 7.84
HOMO-LUMO gap, Ha: 0.2343
Relative energy (zero: lowest compared OMol25 entry of this formula, charge and spin), kcal per mole: 115.3
Net charge: -1

Entry 2:
Molecular formula: C12H18MgN6
Method: DFT, ωB97M-V/def2-TZVPD

Geometry (Å):
Mg (9.737, 1.902, -19.614)
C (5.944, -0.897, -19.157)
C (7.115, -0.062, -19.379)
N (8.037, 0.587, -19.532)
H (6.034, -1.352, -18.171)
H (5.870, -1.674, -19.912)
H (5.056, -0.268, -19.191)
C (7.135, 4.363, -22.477)
C (7.822, 3.790, -21.336)
N (8.342, 3.384, -20.399)
H (7.766, 4.326, -23.364)
H (6.876, 5.403, -22.285)
H (6.226, 3.796, -22.675)
C (13.103, -0.821, -17.862)
C (11.886, -0.182, -18.361)
N (10.905, 0.289, -18.721)
H (13.679, -1.222, -18.689)
H (12.826, -1.592, -17.144)
H (13.677, -0.074, -17.311)
C (12.830, 5.389, -19.762)
C (11.940, 4.242, -19.754)
N (11.214, 3.356, -19.734)
H (13.675, 5.171, -19.105)
H (12.289, 6.217, -19.300)
H (13.175, 5.630, -20.759)
C (10.981, 1.382, -24.031)
C (10.533, 1.293, -22.657)
N (10.168, 1.218, -21.578)
H (11.712, 0.599, -24.229)
H (11.445, 2.352, -24.204)
H (10.147, 1.253, -24.718)
C (8.098, 3.224, -15.462)
C (8.773, 2.819, -16.679)
N (9.309, 2.481, -17.624)
H (8.814, 3.696, -14.787)
H (7.688, 2.351, -14.954)
H (7.290, 3.923, -15.663)

Output
Lowest unoccupied orbital energy, eV: -4.66
Max |F|, eV Å⁻¹: 0.94
HOMO-LUMO gap, Ha: 0.4791
Relative energy (zero: lowest compared OMol25 entry of this formula, charge and spin), kcal per mole: 0.0
Net charge: +2

Entry 3:
Molecular formula: C12H18MoN4S3
Method: DFT, ωB97M-V/def2-TZVPD

Geometry (Å):
Mo (0.213, -0.099, 1.035)
C (-1.868, -2.202, 0.878)
C (-0.784, -2.804, -0.008)
N (0.541, -2.137, 0.282)
C (1.563, -2.167, -0.833)
C (2.060, -0.763, -1.150)
C (3.219, -0.457, -1.814)
C (3.477, 0.886, -2.103)
C (2.570, 1.883, -1.760)
C (1.426, 1.516, -1.085)
C (0.330, 2.458, -0.631)
N (-0.621, 1.777, 0.328)
C (-2.019, 1.489, -0.184)
C (-2.275, -0.008, -0.338)
N (-1.772, -0.707, 0.894)
N (1.212, 0.225, -0.769)
H (-1.755, -2.537, 1.908)
H (-2.852, -2.517, 0.529)
H (-1.008, -2.642, -1.060)
H (-0.713, -3.877, 0.154)
H (0.952, -2.596, 1.097)
H (1.084, -2.561, -1.729)
H (2.381, -2.839, -0.583)
H (3.912, -1.235, -2.107)
H (4.399, 1.155, -2.605)
H (2.760, 2.921, -2.001)
H (-0.214, 2.824, -1.501)
H (0.764, 3.325, -0.136)
H (-0.736, 2.388, 1.136)
H (-2.188, 1.996, -1.133)
H (-2.708, 1.899, 0.548)
H (-1.759, -0.412, -1.209)
H (-3.346, -0.166, -0.468)
H (-2.284, -0.304, 1.741)
S (-0.518, 2.879, 4.576)
C (-1.116, 1.672, 3.723)
S (0.342, 0.533, 3.128)
S (-2.670, 1.203, 3.250)

Output
Lowest unoccupied orbital energy (spin up / spin down), eV: -8.09 / -8.19
Max |F|, eV Å⁻¹: 1.49
Expectation value of S²: 2.058
HOMO-LUMO gap (spin up / spin down), Ha: 0.2154 / 0.2052
Multiplicity: 3
Relative energy (zero: lowest compared OMol25 entry of this formula, charge and spin), kcal per mole: 52.4
Net charge: +2

Entry 4:
Molecular formula: C12H18N
Method: DFT, ωB97M-V/def2-TZVPD

Geometry (Å):
C (3.432, -0.953, -0.125)
C (2.572, -1.474, -1.092)
C (2.925, -0.382, 1.041)
C (1.213, -1.434, -0.906)
C (1.568, -0.338, 1.246)
C (0.668, -0.861, 0.275)
C (-0.230, 3.328, 0.053)
C (-0.700, -0.775, 0.522)
C (1.075, 3.314, -0.647)
C (-2.244, -2.588, 0.376)
C (-2.971, -0.272, -0.302)
C (-1.803, -1.263, -0.300)
N (-0.822, 2.268, 0.383)
H (4.499, -0.999, -0.282)
H (2.983, -1.915, -1.987)
H (3.599, 0.016, 1.785)
H (0.554, -1.846, -1.655)
H (1.160, 0.102, 2.143)
H (-0.633, 4.327, 0.257)
H (1.370, 2.301, -0.907)
H (1.834, 3.758, -0.005)
H (1.011, 3.927, -1.544)
H (-2.384, -2.456, 1.446)
H (-1.505, -3.369, 0.212)
H (-3.191, -2.894, -0.061)
H (-2.661, 0.664, -0.758)
H (-3.315, -0.075, 0.710)
H (-3.797, -0.684, -0.875)
H (-1.500, -1.478, -1.326)
H (-1.714, 2.379, 0.857)
H (-0.991, -0.329, 1.467)

Output
Lowest unoccupied orbital energy, eV: -5.62
Max |F|, eV Å⁻¹: 1.18
HOMO-LUMO gap, Ha: 0.2741
Relative energy (zero: lowest compared OMol25 entry of this formula, charge and spin), kcal per mole: 46.1
Net charge: +1